Here is a gas-phase ion, C5H12NO (charge +1) from the Open Molecules 2025 dataset. Energies are from the ωB97M-V functional and the def2-TZVPD basis.

Each line ends with the Mulliken spin population.
Geometry (Å):
C (0.66, -1.39, -0.98)  0.886
C (1.43, -0.69, 0.09)  0.065
C (-0.80, -0.14, -0.27)  0.717
C (-1.79, -0.67, 0.69)  0.045
C (0.97, 1.84, -0.14)  0.004
N (0.46, 0.53, 0.42)  0.059
O (-1.38, 0.60, -1.22)  0.068
H (0.76, -1.02, -1.95)  0.019
H (0.40, -2.41, -0.91)  0.012
H (1.60, -1.26, 0.97)  0.002
H (2.34, -0.21, -0.26)  0.031
H (-1.27, -1.22, 1.64)  0.001
H (-2.44, -1.36, 0.17)  0.009
H (-2.29, 0.16, 1.24)  0.044
H (0.07, 2.50, -0.46)  -0.001
H (1.33, 2.33, 0.72)  0.002
H (1.41, 1.79, -1.08)  0.002
H (0.19, 0.74, 1.35)  0.006
H (-1.34, 0.20, -2.08)  0.029

The HOMO energy (spin up / spin down) comes out at -10.51 / -16.03 eV. Its energy above the lowest of the compared OMol25 structures with the same formula, charge and spin is 48.45 kcal/mol. The max |F| comes out at 6.16 eV/A. As for the expectation value of S²: 2.01. The total energy is -8904.08453 eV. The net charge is +1. Its spin multiplicity is 3.